Record 1
9 unconnected molecules or ions with the total composition C36H59ClN8O5 at a distorted geometry. Source: OMol25; level of theory: ωB97M-V/def2-TZVPD.

Geometry (Å):
C -15.8127 12.1449 -12.1423
C -15.5327 13.6342 -12.1301
N -15.5927 14.2665 -13.5111
C -16.9138 14.0511 -14.2033
C -15.4075 15.7731 -13.4912
C -14.1882 16.1976 -12.6763
C -14.4434 13.6818 -14.3349
C -14.1271 14.3817 -15.6829
O -15.2870 14.2452 -16.4739
C -15.0731 14.7186 -17.7935
H -16.8772 11.9340 -12.2327
H -15.4730 11.7207 -11.2003
H -15.3891 11.6415 -13.0094
H -14.5677 13.9570 -11.7523
H -16.3141 14.1690 -11.5871
H -16.8451 13.0125 -14.5189
H -17.0671 14.7273 -15.0355
H -17.7486 14.2685 -13.5349
H -16.2951 16.1772 -12.9988
H -15.4810 16.0939 -14.5250
H -13.9046 17.2394 -12.8100
H -13.2948 15.6009 -12.8723
H -14.4288 16.0498 -11.6235
H -14.7495 12.6613 -14.5424
H -13.5274 13.6716 -13.7494
H -13.2800 13.8704 -16.1431
H -13.9499 15.4380 -15.4686
H -15.0091 15.8165 -17.7931
H -15.9828 14.5794 -18.3757
H -14.1748 14.3122 -18.2546
Cl -17.4725 17.4450 -9.5512
O -18.7188 17.5869 -10.2858
O -17.1548 18.5678 -8.6382
O -17.5853 16.3050 -8.6764
O -16.3733 17.3252 -10.4763
C -21.8036 19.5266 -9.3681
C -21.6887 18.8144 -8.0172
C -21.3732 17.3291 -8.1701
C -22.2088 16.5968 -9.1377
N -22.8649 16.0323 -9.8931
H -21.1008 20.3611 -9.4418
H -22.7561 20.0413 -9.5082
H -21.6246 18.8833 -10.2280
H -22.5757 18.9569 -7.3987
H -20.8776 19.2679 -7.4470
H -21.4327 16.7496 -7.2444
H -20.3186 17.2240 -8.4407
C -13.3386 21.5419 -8.8510
C -14.2262 20.3172 -9.2018
C -13.3580 19.1036 -9.4883
C -12.5809 19.0822 -10.7376
N -11.9677 18.9720 -11.7005
H -13.1629 21.5772 -7.7731
H -13.8576 22.4755 -9.0642
H -12.3924 21.4216 -9.3736
H -14.9135 20.6469 -9.9792
H -14.8557 20.0166 -8.3627
H -14.1243 18.3229 -9.4926
H -12.5733 18.9630 -8.7443
N -14.3527 16.0211 -7.3472
C -13.7428 14.8771 -7.7636
C -12.4061 15.0381 -7.4227
C -12.2083 16.3851 -7.0015
C -13.4652 16.9911 -7.0677
H -15.3254 16.2361 -7.5014
H -14.2524 14.0633 -8.2467
H -11.6261 14.3105 -7.5786
H -11.2889 16.8977 -6.7790
H -13.8736 17.9605 -6.8320
N -17.2031 16.3117 -5.1262
C -17.7622 17.5302 -5.3025
C -18.6271 17.7439 -4.2319
C -18.3725 16.7008 -3.3146
C -17.6118 15.7456 -3.9521
H -16.5597 15.8586 -5.7472
H -17.4910 18.1442 -6.1467
H -19.1624 18.6675 -4.0895
H -18.8704 16.5808 -2.3629
H -17.1998 14.7859 -3.6899
N -18.2281 20.6341 -10.7499
C -17.3894 21.7055 -10.9467
C -17.9109 22.5032 -11.9502
C -18.9501 21.7451 -12.5487
C -19.1509 20.6619 -11.7578
H -18.1827 19.9617 -10.0045
H -16.6882 22.0324 -10.1929
H -17.5411 23.4467 -12.3158
H -19.5182 22.0019 -13.4281
H -19.7681 19.7948 -11.9416
N -19.7107 14.5788 -11.0738
C -20.5966 14.6365 -12.1103
C -20.5077 13.4452 -12.7969
C -19.5644 12.6128 -12.1400
C -19.0738 13.3825 -11.0868
H -19.4514 15.3457 -10.4743
H -21.2275 15.4906 -12.2806
H -21.0440 13.2806 -13.7181
H -19.1674 11.6340 -12.3435
H -18.2846 13.2996 -10.3516
N -17.6658 18.5296 -13.9045
C -17.0509 18.4326 -15.1351
C -17.7995 17.6003 -15.9127
C -18.8266 17.0486 -15.0979
C -18.7421 17.6797 -13.8784
H -17.2439 18.9423 -13.0885
H -16.3391 19.2275 -15.3067
H -17.7205 17.2980 -16.9459
H -19.5724 16.3828 -15.4990
H -19.3403 17.6334 -12.9824

Computed properties:
Kohn-Sham gap, Ha: 0.291
Total energy, eV: -72959.0877
HOMO level, eV: -7.90
LUMO level, eV: 0.01
Max |F|, eV/A: 2.27

Atomic partial charges in e from the Mulliken method, atoms 1 to 2: C -1.24; C 0.04

Record 2
A molecular structure, C36H60AuOP2 at a distorted geometry. Source: OMol25; level of theory: ωB97M-V/def2-TZVPD.

Geometry (Å):
Au 1.3770 -2.1580 -2.0944
C 0.0154 -3.1591 1.2585
C 1.3716 -3.3209 0.8347
C 1.3034 -1.7424 2.5221
C -0.0367 -2.1423 2.2344
C 2.1727 -2.4934 1.6883
C -1.1518 -3.8910 0.7251
H -0.8709 -4.4929 -0.1454
H -1.9521 -3.1983 0.4259
H -1.5960 -4.5683 1.4753
C -1.2455 -1.7164 2.9621
H -2.1816 -2.0758 2.5136
H -1.2969 -0.6199 2.9629
H -1.2079 -2.0336 4.0208
C 1.6959 -0.7777 3.5624
H 1.4574 -1.1476 4.5755
H 1.1168 0.1484 3.4286
H 2.7670 -0.5275 3.5245
C 3.6487 -2.3896 1.6565
H 4.1246 -2.7527 2.5764
H 3.9622 -1.3425 1.5802
H 4.0810 -2.9733 0.8417
C 1.8711 -4.5220 0.0951
H 1.9826 -5.3124 0.8638
H 2.8577 -4.3690 -0.3739
H 1.1565 -4.9060 -0.6547
C -1.0782 -0.0648 -5.7623
C -1.2331 -1.3716 -6.0636
C -0.3206 -2.2804 -6.7967
C 1.1635 -1.8703 -6.6778
C 1.5868 -1.4808 -5.2897
C 1.8589 -0.2066 -4.9827
C 1.3790 0.9374 -5.8039
C -0.0926 0.9075 -6.3420
H -0.5841 -2.2996 -7.8652
H 1.3284 -1.0389 -7.3820
H -0.4644 -3.3036 -6.4149
H -0.0741 0.8459 -7.4431
H -1.9360 0.4242 -5.2395
H -2.1912 -1.8547 -5.8469
H -0.4761 1.9117 -6.0980
H 1.5359 1.8420 -5.1999
H 2.6673 0.0425 -4.2867
H 2.0052 1.0774 -6.7023
H 1.7411 -2.7488 -7.0126
H 1.7783 -2.3047 -4.5898
P -0.8813 -0.9800 -1.8941
P 2.1740 0.0738 -1.5162
C -0.4195 0.5923 -2.6823
C 0.9167 1.2335 -2.1941
H -1.2274 1.3179 -2.4979
H -0.3590 0.4077 -3.7662
H 1.4622 1.7324 -3.0129
H 0.7362 1.9844 -1.3971
C 2.1445 0.6762 0.1940
H 2.9706 0.2532 0.7943
H 1.1815 0.3875 0.6395
H 2.1889 1.7755 0.2127
C 3.8157 0.5087 -2.1960
H 3.8944 1.5804 -2.4222
H 3.9844 -0.0490 -3.1204
H 4.5962 0.2188 -1.4746
C -2.2179 -0.5204 -0.7419
H -2.3657 -1.3104 0.0088
H -3.1563 -0.3669 -1.3300
H -1.9691 0.4134 -0.2134
C -1.5463 -2.3154 -2.9491
H -0.8610 -3.1725 -2.8878
H -1.6069 -2.0031 -3.9925
H -2.5121 -2.6318 -2.5644
C -0.9615 2.8842 0.6933
C -1.5137 3.9888 1.5776
C -2.9324 4.3763 1.0868
C -1.4675 3.7670 3.0946
C -1.8703 4.7962 3.9379
C -1.9520 4.6239 5.3221
C -1.6743 3.3784 5.8929
C -1.2329 2.3252 5.1216
C -0.9645 0.9715 5.7442
C 0.1095 1.0903 6.8264
C -2.2617 0.3669 6.2868
C -1.0801 2.4849 3.6786
O -0.5848 1.5771 2.9475
H -1.5080 1.9451 0.7833
H 0.0818 2.6951 0.9195
H -1.0395 3.2071 -0.3515
H -0.8784 4.8640 1.3755
H -3.6150 3.5160 1.2362
H -3.3312 5.2491 1.6286
H -2.8864 4.6158 0.0027
H -2.1428 5.7805 3.5312
H -2.2739 5.4395 5.9736
H -1.7843 3.2240 6.9668
H -0.5776 0.3452 4.9333
H -0.2494 1.6723 7.6820
H 0.4164 0.1016 7.1863
H 0.9931 1.5843 6.4102
H -3.0339 0.3972 5.5127
H -2.1192 -0.6791 6.5852
H -2.6246 0.9257 7.1575

Computed properties:
Kohn-Sham gap (alpha / beta), Ha: 0.211 / 0.200
Total energy, eV: -62612.7848
2S+1: 3
HOMO level (alpha / beta), eV: -9.31 / -9.24
LUMO level (alpha / beta), eV: -3.57 / -3.78
Charge: +1
Max |F|, eV/A: 3.26

Atomic partial charges in e from the Mulliken method, atoms 1 to 2: Au -0.12; C 0.06